DFT (the ωB97M-V functional and the def2-TZVPD basis) results for 40 unconnected molecules or ions with the total composition H80O40 at a distorted geometry.

XYZ file:
```
120
Properties=species:S:1:pos:R:3:forces:R:3
H -2.00659 -0.66747 1.53459 -0.090 0.540 0.583
H -3.56456 -0.56016 1.24098 3.783 -2.473 -0.467
O -2.68268 -1.22304 1.14881 -3.350 2.430 0.025
H 2.25850 1.57608 -2.12163 1.256 1.765 -2.013
H 1.75460 0.25770 -1.83428 -0.772 -0.234 -0.039
O 2.02913 1.07433 -1.38845 -0.966 -0.638 1.000
H 1.98375 -3.32214 1.63683 -1.740 -0.533 2.230
H 3.30222 -3.27454 1.11638 7.774 -0.973 2.021
O 2.48981 -3.08408 0.91126 -5.530 2.237 -3.490
H -3.48440 -0.02718 -3.02365 -2.664 -3.293 -0.334
H -2.83422 0.84045 -2.01967 0.765 1.379 8.175
O -2.93055 0.65156 -2.84605 1.435 2.081 -7.435
H 4.47768 2.97447 1.15296 -0.320 0.718 0.245
H 5.25307 1.80400 1.14619 0.419 -2.179 -0.956
O 5.27637 2.63169 1.56295 -0.156 1.471 0.398
H -5.20218 -4.00174 -1.68170 -0.592 -4.921 -1.656
O -5.20502 -3.14276 -1.45605 2.315 4.136 4.741
H 3.76358 3.47592 -4.25547 0.269 -0.215 0.027
O 3.86611 4.21908 -3.65093 -2.115 0.833 -0.234
H -2.81485 -4.46859 0.38856 -0.010 1.352 1.710
H -2.51097 -3.80117 1.88617 0.067 -0.222 -0.455
O -2.98489 -3.70770 1.04939 -0.280 -1.905 -1.623
H -0.40301 -6.07349 -2.38039 -0.205 -0.054 0.563
H -0.49801 -4.93918 -3.32822 -1.012 3.373 -0.173
O -0.30231 -5.82355 -3.29140 1.187 -3.317 -0.453
H 1.99129 -3.35225 -2.16386 -0.793 1.241 0.911
H 0.92588 -3.23222 -1.04711 1.182 1.116 -0.815
O 1.52530 -2.65432 -1.61140 -0.246 -2.326 -0.524
H -0.89981 -2.82389 4.12408 -0.929 -1.120 -2.397
H -1.87459 -3.93933 3.78661 -0.656 -0.774 0.578
O -1.32701 -3.32515 3.31621 1.273 1.477 2.826
H -0.50941 2.20737 -0.19685 -1.591 -2.117 -1.199
O -1.13051 1.39661 -0.47403 1.965 2.042 0.822
H 2.01868 0.35473 0.09617 -2.397 2.941 -3.109
H 1.79974 -0.26287 1.53105 -3.478 -0.718 3.276
O 2.29624 -0.06731 0.82770 5.296 -2.033 1.239
H -1.09634 -2.47203 0.95846 -5.407 0.640 -0.812
H -0.08608 -3.57916 0.98162 -0.326 2.177 0.615
O -0.24625 -2.59343 1.18476 5.867 -2.613 -0.307
H 3.34207 -0.76100 -0.07598 1.395 0.149 -0.776
H 3.51864 -0.89191 -1.53805 -1.145 -0.961 -2.584
O 4.01580 -0.62938 -0.81814 1.254 -0.079 2.872
H -3.20401 1.96162 1.40413 0.588 1.997 4.283
H -2.91706 1.81715 0.11488 2.523 1.105 -3.761
O -3.45826 1.43282 0.72558 -3.695 -3.107 -0.519
H -3.32714 -4.22488 -1.78100 0.282 0.291 -0.262
H -1.96506 -3.58782 -1.24561 -1.965 -3.182 -1.370
O -2.45359 -4.51651 -1.49202 1.855 2.756 1.210
H -2.86575 4.35904 -1.52056 -1.914 1.000 -2.098
H -1.40403 4.01154 -1.39845 8.342 -0.629 -4.738
O -2.15545 4.08296 -1.02732 -6.692 -0.300 6.917
H -5.00038 -2.73569 3.11491 -1.045 -2.162 -1.124
O -4.41707 -2.07760 3.36849 0.648 2.730 1.824
H 5.06692 -4.39474 1.60140 0.864 0.257 0.089
H 5.74458 -2.94355 1.80412 0.831 -0.175 -0.200
O 4.94849 -3.45864 1.78429 -1.256 -0.299 0.261
H -4.63791 1.39816 3.58978 -15.109 -5.815 -7.062
O -3.97434 1.68794 3.88547 14.362 4.440 8.445
H -0.20153 -0.49636 -6.47384 -0.788 3.453 1.314
H -0.81562 -1.92561 -6.27767 0.173 0.509 0.199
O -0.13168 -1.37107 -6.68027 0.738 -4.019 -1.398
H 1.18077 2.89726 -1.17594 -2.277 1.613 0.903
H 0.79581 4.10478 -0.10058 -0.965 -1.627 -3.008
O 0.46200 3.61543 -0.97637 2.172 -0.171 1.335
H 3.03977 -0.63957 -5.55436 -0.570 -1.004 -0.469
H 2.49730 -0.07839 -4.22319 -2.856 -1.360 2.566
O 3.08363 0.03037 -4.89792 3.128 2.279 -2.039
H -1.68580 4.74857 4.16433 -1.868 4.841 1.888
H -1.66930 3.85075 3.16869 -0.031 -1.180 -1.284
O -1.30118 3.95885 4.03425 1.809 -3.667 -0.645
H 3.00525 5.18405 -0.07817 1.321 3.142 0.056
H 2.60234 4.03458 -0.85839 0.136 -0.008 0.715
O 2.64756 4.35769 0.06534 -0.281 -2.584 -0.402
H -0.16898 1.57035 -3.60166 -1.964 -3.127 -2.679
H -1.60882 1.19437 -3.79668 1.644 -2.037 -1.491
O -0.71431 0.77218 -4.17682 -1.356 6.054 2.981
H -0.94408 -1.17528 -2.23345 2.795 3.926 -2.270
H -1.12973 -1.75375 -0.93582 -1.201 -0.258 -2.109
O -1.44678 -1.82410 -1.91413 -2.549 -4.062 5.228
H 0.71777 2.39518 2.15656 0.332 -0.549 -0.870
H 1.70961 3.19964 1.49078 1.268 0.326 -0.460
O 1.18814 2.42888 1.28580 -1.516 -0.130 2.141
H 0.18360 5.93582 2.83160 -2.323 0.458 2.099
H 0.95152 4.61708 2.35393 -0.714 2.160 0.620
O 0.83494 5.60919 2.28862 3.070 -2.386 -2.607
H -4.94191 2.96087 0.74903 2.208 -0.442 -1.041
H -5.88405 3.35514 1.49947 0.291 1.581 1.430
O -4.94077 3.65526 1.41274 -2.523 -0.936 -0.216
H 2.13391 -5.97671 -0.38197 -2.018 1.304 0.087
O 1.56050 -5.15301 -0.19625 4.403 -1.150 0.300
H -2.74422 -2.75324 -5.60250 -3.031 1.857 -2.341
H -1.84434 -2.29812 -4.30354 -1.467 -2.366 -2.645
O -2.12643 -3.03406 -5.01654 4.461 0.581 5.079
H -3.51849 -2.17766 3.07471 0.293 -0.434 -0.733
H -4.66583 -3.22157 -0.53205 -1.846 0.807 -2.857
H -3.69962 2.54273 3.66996 -0.173 1.621 -0.865
H 2.96268 4.65220 -3.76801 1.728 -0.691 0.336
H -1.03891 0.78208 0.26154 -0.074 -0.189 -0.166
H 2.38855 -4.56522 0.12386 -3.175 -0.723 -0.780
O 5.69287 0.01483 3.23345 -2.253 -4.729 4.551
H 5.91615 0.53372 2.57370 1.910 4.357 -4.836
H 4.99736 -0.54412 2.84357 0.297 0.278 0.395
O 1.04486 2.76021 -4.31133 1.467 -2.151 -0.066
H 1.32287 1.79474 -4.17080 -0.161 1.786 0.096
H 1.13078 2.67821 -5.27275 -0.398 0.704 -0.204
O -1.86550 0.87944 3.05896 1.085 0.901 -7.246
H -1.52880 0.73250 3.87788 1.307 -0.568 4.531
H -1.03941 1.06620 2.50764 -1.545 -0.333 1.011
O 0.67105 -1.27416 4.41900 1.199 -0.041 -4.264
H 0.28740 -1.20486 3.43312 0.808 -0.241 3.119
H 1.65001 -1.41240 4.15729 -2.109 0.228 1.006
O 0.58252 -0.65969 -2.99823 9.792 -4.121 2.290
H 0.79750 -1.50702 -2.52226 -0.752 0.380 -0.328
H -0.16770 -0.27338 -3.17590 -6.556 2.966 -1.929
O 3.07302 3.62088 3.44944 -2.257 -3.941 0.868
H 3.45958 4.40357 3.30907 2.203 4.955 -1.834
H 3.31726 3.55279 4.36535 -0.163 -0.957 0.884
O -1.31463 0.82939 5.42371 2.223 1.000 2.690
H -1.68580 1.61896 5.90085 0.373 -1.084 -0.870
H -0.33880 0.80584 5.71664 -2.228 -0.107 -0.659
```
Positions in Å, forces in eV/Å.

Kohn-Sham gap, eV: 9.6
Total charge: 0
E_LUMO, eV: -0.38
E_HOMO, eV: -10.004
Relative energy (zero: lowest compared OMol25 entry of this formula, charge and spin), eV: 19.118


DFT (the ωB97M-V functional and the def2-TZVPD basis) results for a single C3H3NO molecule at a distorted geometry.

XYZ file:
```
8
Properties=species:S:1:pos:R:3:forces:R:3
O -2.00392 0.47979 -0.36941 0.468 0.036 0.257
C -0.89886 0.59653 0.08776 -0.425 -0.059 -0.103
C 0.07268 -0.57593 0.19814 -0.178 -0.165 0.012
C 2.13635 0.39277 -0.91769 -0.286 -0.444 0.784
N 1.36286 -0.13599 -0.20570 0.494 0.602 -0.966
H -0.50560 1.56658 0.45181 -0.041 -0.075 -0.057
H -0.25697 -1.37335 -0.47096 -0.036 0.035 0.158
H 0.09347 -0.95040 1.22604 0.003 0.070 -0.085
```
Positions in Å, forces in eV/Å.

Kohn-Sham gap, eV: 11.3
Total charge: 0
E_LUMO, eV: 0.63
E_HOMO, eV: -10.698
Relative energy (zero: lowest compared OMol25 entry of this formula, charge and spin), eV: 1.269


DFT (the ωB97M-V functional and the def2-TZVPD basis) results for a molecular structure, H30O15 at a distorted geometry.

XYZ file:
```
45
Properties=species:S:1:pos:R:3:forces:R:3
H -0.35852 0.05856 0.57882 -0.526 0.871 -0.217
H -0.91058 1.49788 0.24956 -0.786 1.351 -1.998
H 0.33235 -2.57585 4.35601 1.388 -1.015 3.243
H 0.45290 -2.65675 2.92144 -1.347 0.932 0.993
H -2.86862 1.78335 -1.01780 -0.217 0.026 0.057
H -3.79660 2.59633 -0.18705 -0.170 0.510 0.692
H -0.48920 4.23850 -0.78924 0.482 -0.169 0.438
H -1.93398 4.06116 -1.07173 1.107 0.000 2.077
H 1.19439 -0.98526 -1.68101 0.345 -0.217 0.758
H 1.59438 -0.81745 -2.99703 -0.714 1.040 -3.451
H -1.33575 0.03134 -3.00267 -0.185 0.568 -0.919
H -2.14465 -0.14254 -1.73602 -2.369 1.254 2.076
H 1.29906 -3.79575 -0.91190 -2.597 0.636 -0.923
H 0.44047 -2.83597 -1.77041 -0.099 -0.625 0.176
H 2.59161 2.46165 -0.83199 0.659 1.029 -0.147
H 3.95057 2.51153 -1.59894 1.263 2.088 -2.550
H 0.53206 2.03971 -2.71602 1.024 0.150 -1.826
H -0.61149 1.50185 -1.93365 1.130 0.692 0.424
H 3.03034 -0.27303 3.51653 -0.173 0.141 0.067
H 1.55168 0.23392 3.56260 0.828 -0.009 -0.476
H -3.90376 -2.45577 -0.31784 -1.802 0.464 -1.072
H -5.17649 -1.91972 0.30765 -0.150 -0.036 -0.645
H -0.93222 1.87895 4.03252 0.600 1.048 -0.266
H -1.24348 2.94122 3.08635 -2.740 1.133 -3.256
H 1.77929 -2.13497 0.76196 0.686 -0.759 -1.857
H 2.29990 -3.45809 0.81542 1.136 -2.479 1.796
H 3.20595 0.23581 -1.68553 3.086 0.232 1.536
H 4.81864 0.42639 -1.72945 -0.042 -0.953 -0.206
H -2.35003 -2.34837 0.85066 -1.888 -0.995 1.613
H -0.94619 -2.15865 0.67980 -0.109 0.048 -0.828
O -0.54015 0.96047 0.89382 1.249 -1.981 2.426
O -0.12718 -2.25626 3.64074 -0.042 0.072 -4.205
O -3.80908 1.96452 -0.89527 0.416 -0.412 -0.651
O -1.28617 4.04957 -0.27990 -1.796 0.048 -2.438
O 1.96467 -1.16613 -2.24104 0.065 -0.594 2.476
O -1.57420 -0.55947 -2.30798 2.486 -2.012 -1.330
O 0.33846 -3.61275 -1.19450 0.879 -0.739 -0.566
O 3.50296 2.09148 -0.93263 -7.019 9.140 4.611
O 0.19226 2.07733 -1.85125 -1.840 -0.797 1.170
O 2.36562 0.21211 3.01415 -0.694 -0.236 0.299
O -4.84826 -2.19794 -0.56822 1.888 -0.395 1.511
O -0.62732 2.76302 3.71276 2.171 -2.188 3.532
O 2.11164 -2.86542 0.14153 0.159 3.897 1.601
O 4.05672 0.50387 -1.14008 2.274 -11.588 -3.091
O -1.79202 -1.90441 0.26684 1.983 0.834 -0.648
```
Positions in Å, forces in eV/Å.

Kohn-Sham gap, eV: 6.2
Total charge: 0
E_LUMO, eV: -0.52
E_HOMO, eV: -6.698
Relative energy (zero: lowest compared OMol25 entry of this formula, charge and spin), eV: 9.515


DFT (the ωB97M-V functional and the def2-TZVPD basis) results for a molecular structure, C19H23N3O5 at a distorted geometry.

XYZ file:
```
50
Properties=species:S:1:pos:R:3:forces:R:3
C -0.45701 -4.05089 -1.84936 2.544 -3.158 -0.702
C -0.88357 -3.37217 -0.61568 1.191 -9.695 2.362
H -0.17891 -3.51544 0.18857 0.697 -0.162 0.492
H -1.80150 -3.88233 -0.19161 0.383 0.316 -0.511
O -1.02946 -2.19167 -0.93991 -1.972 11.374 2.600
C -1.24119 -1.43370 0.35443 -1.339 -0.370 1.068
O -1.24270 -1.93624 1.48552 0.416 0.995 -4.135
C -1.62102 -0.01579 0.03636 4.361 -5.929 -5.158
C -1.12322 0.49195 -1.13328 2.415 4.018 -5.683
C -1.12484 1.95023 -1.43610 -7.059 -7.364 11.291
C -1.95872 2.73088 -0.27566 3.942 -0.991 -6.382
N -2.44067 2.09814 0.74017 0.262 3.875 -2.745
C -2.10244 0.84758 0.78357 -6.412 2.741 12.877
C -2.62595 0.58225 2.40435 4.848 -10.223 -5.933
H -3.28888 -0.44749 2.21770 1.533 2.754 1.424
H -3.03133 1.32533 2.84769 -2.978 5.082 2.319
H -1.60032 0.30307 2.85078 -1.874 0.118 -0.004
C -2.00914 4.15850 -0.68037 -5.700 0.902 0.581
H -2.88227 4.39833 -1.57780 2.963 -0.953 1.859
H -1.10931 4.73724 -0.76779 0.361 -0.104 -0.251
H -2.66495 4.51021 0.14581 0.773 0.889 -0.128
N -0.45435 2.52327 -2.28718 -2.197 10.222 -9.738
C 0.64863 2.29880 -2.96729 -1.118 2.526 -3.775
O 1.02988 2.67664 -4.05358 -1.227 1.696 -1.460
N 1.31088 1.46582 -2.36107 12.205 -8.719 1.653
C 1.60200 1.29390 -1.02925 0.950 -9.830 -4.491
C 1.44198 2.11755 -0.16880 -3.392 8.303 13.482
C 1.11678 1.83371 1.37443 5.855 -11.755 -11.400
C 1.63607 0.43579 1.75773 -3.337 7.911 0.988
C 2.02470 -0.41071 0.70973 -0.435 -1.975 2.520
C 1.88046 -0.04884 -0.55789 1.442 -1.423 -5.524
H 2.20420 -0.86000 -1.43803 -1.174 2.150 2.475
O 2.30643 -1.66494 1.16081 0.869 -2.092 -1.832
C 2.93533 -2.66747 0.10512 -6.155 0.100 3.868
H 2.19910 -2.90830 -0.61492 -0.599 0.357 -1.240
H 3.66689 -2.08207 -0.11999 5.244 2.260 -2.172
H 2.98521 -3.55065 0.66986 1.181 -0.909 0.921
O 1.54942 0.35382 3.16359 -1.245 -3.641 -2.313
C 1.11494 -1.07795 3.54639 13.614 8.096 10.267
H 0.82275 -0.97317 4.72828 0.877 -0.189 -2.960
H 2.18610 -1.57427 3.44780 -2.663 0.344 0.668
H 0.49417 -1.56542 3.16884 -10.038 -6.475 -7.147
H 1.03438 2.39261 2.08884 -1.361 6.834 7.385
H 1.24083 3.11377 -0.37126 -0.439 1.894 -0.757
H 2.30837 1.12087 -2.87300 -3.939 1.466 0.901
H -1.06272 3.33540 -3.11847 1.877 -2.612 3.373
H -0.49833 -0.02222 -1.95657 -1.403 0.035 1.857
H 0.50172 -3.61889 -2.41696 -2.117 -1.128 1.469
H -0.51870 -5.19909 -1.73196 1.277 1.514 0.149
H -1.28973 -4.02595 -2.44259 -1.908 0.926 -2.409
```
Positions in Å, forces in eV/Å.

Kohn-Sham gap, eV: 8.3
Total charge: 0
E_LUMO, eV: 0.13
E_HOMO, eV: -8.166
Relative energy (zero: lowest compared OMol25 entry of this formula, charge and spin), eV: 20.764


Q: Which of these has the highest E_LUMO?
A: C3H3NO